1.
Molecular formula: C39H44OPPt
Method: DFT, ωB97M-V/def2-TZVPD

Last column: Mulliken charge in e.
Geometry (Å):
C 1.606 -2.457 -0.702  0.075
C 2.085 -1.816 -1.855  1.115
C 1.155 -1.948 -2.912  0.510
C -0.016 -2.610 -2.395  0.407
C 0.238 -2.890 -0.956  0.806
Pt -0.816 -1.055 -1.073  1.643
C -1.844 1.273 -2.770  2.736
C -1.886 0.679 -1.352  -0.198
H -1.777 1.447 -0.570  0.933
C -2.759 -0.452 -1.027  -2.402
H -3.322 -0.967 -1.804  0.237
H -3.191 -0.466 -0.027  0.213
C -2.775 2.488 -2.778  -1.919
H -2.416 3.247 -2.073  0.398
H -2.843 2.937 -3.773  0.422
H -3.778 2.176 -2.468  0.414
C -2.339 0.273 -3.820  -2.209
H -1.652 -0.581 -3.878  0.386
H -3.342 -0.095 -3.584  0.507
H -2.400 0.736 -4.808  0.501
C 3.411 -1.159 -1.940  -1.566
H 3.555 -0.482 -1.086  0.193
H 4.228 -1.897 -1.941  0.284
H 3.481 -0.536 -2.837  0.450
C 1.319 -1.457 -4.295  -1.778
H 1.806 -0.471 -4.314  0.153
H 1.934 -2.128 -4.915  0.407
H 0.349 -1.351 -4.799  0.334
C -1.101 -3.261 -3.173  -1.232
H -1.225 -2.778 -4.149  0.393
H -0.933 -4.333 -3.351  0.337
H -2.047 -3.147 -2.629  0.327
C -0.579 -3.809 -0.129  -1.287
H -1.610 -3.798 -0.500  0.318
H -0.194 -4.837 -0.130  0.312
H -0.612 -3.435 0.904  0.268
C 2.338 -2.663 0.557  -1.379
H 1.638 -2.900 1.366  0.371
H 3.097 -3.465 0.514  0.387
H 2.848 -1.735 0.849  -0.023
C 0.629 1.829 -2.232  0.493
C -0.411 1.708 -3.151  0.211
C 1.930 2.114 -2.673  -0.610
C -0.166 2.058 -4.487  -0.482
H 0.438 1.656 -1.166  0.402
C 2.187 2.362 -4.025  -0.733
H 2.738 2.167 -1.939  0.422
C 1.118 2.374 -4.928  -0.920
H -1.000 2.107 -5.196  0.306
H 3.200 2.582 -4.376  0.399
H 1.267 2.639 -5.977  0.374
O 0.171 -0.230 0.756  -1.143
P -0.143 0.831 1.892  -0.375
C -1.777 0.057 2.428  0.622
C -2.943 0.844 2.401  -0.471
C -4.161 0.307 2.820  -0.667
C -4.225 -1.015 3.264  -0.562
C -3.082 -1.814 3.228  -0.873
C -1.867 -1.292 2.762  0.224
C 1.724 0.607 2.424  0.815
C 2.686 1.413 1.800  -0.418
C 4.042 1.245 2.105  -0.652
C 4.426 0.238 2.995  -0.541
C 3.472 -0.618 3.549  -0.756
C 2.116 -0.445 3.239  -0.090
C -0.235 1.762 3.746  0.422
C -0.306 1.024 4.914  -0.001
C -0.273 1.692 6.148  -0.932
C -0.213 3.088 6.168  -0.465
C -0.183 3.828 4.980  -0.778
C -0.186 3.147 3.752  -0.061
H -2.882 1.881 2.072  0.397
H -5.064 0.918 2.782  0.418
H -5.179 -1.424 3.600  0.405
H -3.150 -2.862 3.526  0.448
H -0.993 -1.939 2.672  0.382
H 2.374 2.188 1.100  0.374
H 4.798 1.877 1.631  0.452
H 5.483 0.095 3.218  0.383
H 3.786 -1.440 4.199  0.440
H 1.374 -1.129 3.652  0.332
H -0.387 -0.063 4.910  0.296
H -0.295 1.130 7.084  0.430
H -0.187 3.614 7.122  0.399
H -0.144 4.918 5.017  0.428
H -0.142 3.696 2.815  0.416

The value obtained for the molar mass is 754.8 u. The energy above the lowest of the compared OMol25 structures with the same formula, charge and spin is 15.5 kcal per mole. As for the spin multiplicity: 5. The calculation puts the electronic energy at -55728.0684 eV. Its gap between HOMO and LUMO (alpha / beta) is 8.2 / 4.6 eV. Its net charge is +1.

=====

2.
Molecular formula: C4H9NO2
Method: DFT, ωB97M-V/def2-TZVPD

Last column: Mulliken charge in e.
Geometry (Å):
C 0.131 -1.537 1.309  -1.410
C 0.593 -0.499 0.276  0.526
C -0.633 -0.115 -0.550  -0.607
C -0.280 0.965 -1.576  0.293
O -1.334 1.790 -1.806  -0.438
O 0.764 1.026 -2.157  -0.515
N 1.206 0.635 0.963  -0.650
H -0.954 -1.484 1.471  0.351
H 0.471 -1.401 2.341  0.409
H 0.338 -2.542 0.971  0.333
H 1.275 -1.069 -0.351  0.254
H -1.022 -0.952 -1.131  0.286
H -1.402 0.316 0.097  0.334
H -1.000 2.625 -2.156  0.343
H 0.712 0.733 1.842  0.241
H 1.134 1.508 0.457  0.252

The value obtained for the molar mass is 103.1 u. The energy above the lowest of the compared OMol25 structures with the same formula, charge and spin is 19.3 kcal per mole. The calculation puts the electronic energy at -9879.2233 eV. Its gap between HOMO and LUMO is 10.2 eV. Its net charge is 0.

=====

3.
Molecular formula: C17H56O11
Method: DFT, ωB97M-V/def2-TZVPD

Last column: Mulliken charge in e.
Geometry (Å):
C -1.260 0.336 -2.916  -1.374
C -1.729 1.040 -1.642  1.842
C -1.915 2.557 -1.952  -1.276
O -3.008 0.436 -1.264  -0.476
H -0.245 0.644 -3.246  0.330
H -1.908 0.638 -3.736  0.406
H -1.164 -0.741 -2.874  0.212
H -0.971 0.877 -0.817  -0.719
H -0.897 3.062 -2.261  0.189
H -2.369 3.100 -1.119  0.198
H -2.554 2.708 -2.839  0.418
H -2.984 -0.464 -1.635  0.190
C -4.124 1.059 2.213  -1.434
C -3.324 2.121 1.535  1.182
C -3.427 3.434 2.184  -1.571
O -1.869 1.777 1.564  -0.510
H -4.291 1.300 3.262  0.372
H -3.618 0.077 2.130  0.279
H -5.107 1.029 1.764  0.389
H -3.725 2.321 0.517  -0.031
H -2.679 3.462 2.978  0.331
H -4.465 3.501 2.509  0.454
H -3.244 4.232 1.496  0.352
H -1.767 0.865 1.319  -0.051
C -4.043 -4.414 -1.478  -1.168
C -4.273 -2.934 -1.818  0.448
C -4.859 -2.152 -0.665  -1.470
O -3.012 -2.254 -2.146  -0.439
H -3.239 -4.510 -0.741  0.229
H -3.648 -4.985 -2.342  0.344
H -5.018 -4.894 -1.186  0.377
H -4.905 -2.900 -2.675  0.432
H -5.876 -2.474 -0.609  0.487
H -4.742 -1.096 -0.813  0.423
H -4.334 -2.397 0.297  0.229
H -2.560 -2.734 -2.870  0.248
C 0.577 -1.898 2.830  -1.326
C 1.675 -2.176 1.832  0.420
C 1.385 -1.180 0.676  -0.044
O 2.999 -2.009 2.294  -0.636
H 0.490 -0.838 3.168  0.191
H 0.698 -2.502 3.712  0.432
H -0.332 -2.264 2.363  0.350
H 1.527 -3.217 1.589  0.248
H 0.383 -1.307 0.376  0.127
H 2.104 -1.343 -0.171  -0.201
H 1.475 -0.146 0.968  0.100
H 2.858 -1.266 2.883  0.384
O 4.884 -0.358 0.052  -0.802
H 5.026 0.546 0.418  0.314
H 4.199 -0.811 0.558  0.334
O 0.672 2.670 1.050  -0.580
H 1.053 2.309 1.854  0.152
H -0.257 2.497 1.135  0.444
C 2.508 2.595 3.824  -0.927
O 2.787 1.496 3.014  -0.325
H 1.916 2.261 4.653  0.305
H 3.427 2.952 4.336  0.265
H 2.008 3.373 3.300  0.423
H 3.272 1.833 2.225  0.372
C 2.587 2.150 -2.096  -0.287
O 2.525 3.022 -0.956  -0.585
H 3.663 2.149 -2.466  0.241
H 2.339 1.128 -1.794  0.079
H 1.843 2.502 -2.907  0.228
H 1.777 2.771 -0.327  0.421
C 5.268 3.205 0.734  -0.776
O 4.252 2.267 0.667  -0.404
H 4.890 4.205 1.161  0.244
H 5.943 2.736 1.438  0.249
H 5.804 3.363 -0.200  0.293
H 3.591 2.553 -0.068  0.497
C 4.175 -2.087 -2.625  -0.637
O 3.685 -0.777 -2.482  -0.427
H 3.349 -2.825 -2.696  0.099
H 4.695 -2.263 -3.544  0.292
H 4.767 -2.316 -1.751  0.297
H 4.180 -0.394 -1.787  0.371
C -0.367 -4.308 -1.358  -0.437
O -0.857 -3.349 -0.367  -0.373
H -1.171 -4.504 -2.122  0.215
H 0.555 -3.886 -1.828  0.050
H -0.086 -5.297 -0.909  0.277
H -1.583 -2.892 -0.779  0.210

The value obtained for the molar mass is 436.6 u. The energy above the lowest of the compared OMol25 structures with the same formula, charge and spin is 1.2 kcal per mole. The calculation puts the electronic energy at -41057.3874 eV. Its gap between HOMO and LUMO is 10.1 eV. Its net charge is 0.

=====

4.
Molecular formula: C16H25ClN3O5P3
Method: DFT, ωB97M-V/def2-TZVPD

Last column: Mulliken charge in e.
Geometry (Å):
C 3.324 -0.926 3.584  -1.383
C 2.231 -1.083 2.534  0.871
C 0.792 -1.032 3.077  -1.053
N 2.530 -1.283 1.295  -0.543
C 1.513 -0.861 0.417  -0.044
C 1.110 0.420 0.132  0.353
P 1.874 1.925 0.877  0.202
C 1.796 3.375 -0.283  -1.128
C 3.703 1.517 0.928  -1.021
N 0.035 0.282 -0.756  0.948
C -0.767 1.367 -1.309  -1.981
C -2.088 1.456 -0.523  1.436
C -2.271 0.685 0.633  0.034
C -3.458 0.708 1.357  -0.561
C -4.518 1.514 0.942  -0.295
C -4.329 2.310 -0.183  -0.589
C -3.136 2.282 -0.903  -0.589
C -0.164 -1.004 -1.019  -0.256
C -1.246 -1.427 -1.974  -0.623
P -0.499 -1.505 -3.693  0.805
O -0.733 -2.826 -4.254  -0.683
O 1.129 -1.299 -3.562  -0.536
O -1.040 -0.304 -4.643  -0.505
N 0.719 -1.744 -0.319  0.963
P 0.757 -3.534 -0.345  -0.049
O -0.818 -3.925 -0.143  -0.439
O 1.101 -4.027 -1.878  -0.448
H 3.544 0.153 3.629  0.303
H 4.215 -1.488 3.280  0.356
H 2.964 -1.202 4.584  0.425
H 0.279 -1.987 2.895  0.310
H 0.814 -0.876 4.166  0.474
H 0.227 -0.178 2.676  0.134
H 0.904 3.970 -0.029  0.344
H 2.686 4.013 -0.259  0.403
H 1.644 3.040 -1.325  0.339
H 3.977 0.932 1.803  0.116
H 3.927 0.964 -0.002  0.333
H 4.282 2.451 0.854  0.423
H -1.053 1.130 -2.350  0.141
H -0.247 2.328 -1.349  0.360
H -1.496 0.022 1.028  -0.002
H -3.583 0.054 2.270  0.108
H -5.439 1.474 1.524  0.377
H -5.140 2.964 -0.512  0.356
H -3.071 2.939 -1.776  0.367
H -2.087 -0.722 -2.020  0.352
H -1.636 -2.433 -1.801  0.491
H 1.351 -0.360 -3.461  0.367
H -0.450 0.459 -4.534  0.362
H -1.078 -4.615 -0.778  0.333
H 2.015 -3.729 -2.025  0.335
Cl -5.095 -0.365 3.523  -0.793

The value obtained for the molar mass is 467.8 u. The calculation puts the electronic energy at -72095.3630 eV. Its gap between HOMO and LUMO is 5.1 eV. Its net charge is 0.